No. 1
ORCA calculation (ωB97M-V with the def2-TZVPD basis set) on a 2-piece molecular cluster, C3H5O3 overall at a distorted geometry.

Results
ΔE to the lowest compared entry with this formula, charge and spin, kcal/mol: 29.67
Net charge: +1
Gap between HOMO and LUMO, eV: 11.00
E_tot, eV: -9324.2565
Maximum force, eV/A: 4.26

Each line ends with the Löwdin charge.
Geometry (Å):
C1 1.345 -1.811 0.280  -0.047
C2 -1.489 -0.393 -0.317  -0.215
C3 -0.338 1.807 -0.087  0.071
O1 0.899 -0.744 0.070  -0.003
O2 -1.358 0.766 -0.246  0.180
O3 -1.876 -1.473 -0.319  0.361
H1 2.378 -1.830 0.724  0.125
H2 0.747 -2.688 0.229  0.091
H3 -0.810 2.806 0.282  0.149
H4 -0.056 2.051 -1.191  0.152
H5 0.559 1.509 0.575  0.135

No. 2
ORCA calculation (ωB97M-V with the def2-TZVPD basis set) on C3H7FO2Sn as an isolated structure at a distorted geometry.

Results
Multiplicity: 2
Net charge: -1
Gap between HOMO and LUMO (alpha / beta), eV: 5.18 / 7.23
⟨S²⟩: 0.754
E_tot, eV: -15866.8154
Maximum force, eV/A: 6.10

Each line ends with the Löwdin charge.
Geometry (Å):
Sn1 1.354 1.130 1.098  0.906
O1 2.384 2.199 -0.072  -0.559
C1 2.895 1.443 -1.115  -0.372
C2 1.917 0.353 -1.535  -0.228
O2 1.477 -0.303 -0.343  -0.546
C3 0.623 -1.417 -0.568  -0.088
H1 3.852 0.953 -0.836  0.113
H2 3.110 2.052 -2.015  0.116
H3 2.388 -0.384 -2.205  0.132
H4 1.036 0.785 -2.041  0.129
H5 0.376 -1.863 0.407  0.043
H6 -0.296 -1.092 -1.082  0.097
H7 1.143 -2.157 -1.194  0.097
F1 -0.003 -2.667 2.221  -0.839

No. 3
ORCA calculation (ωB97M-V with the def2-TZVPD basis set) on a 2-piece molecular cluster, C11H9N8O7 overall at a distorted geometry.

Results
ΔE to the lowest compared entry with this formula, charge and spin, kcal/mol: 27.85
Net charge: -1
Gap between HOMO and LUMO, eV: 6.00
E_tot, eV: -37802.1048
Maximum force, eV/A: 2.53

Each line ends with the Löwdin charge.
Geometry (Å):
O1 -3.153 1.882 1.572  0.070
N1 -1.927 2.066 1.566  -0.320
O2 -1.423 3.211 1.490  0.032
C1 -0.993 0.945 1.661  -0.061
C2 0.368 1.168 1.710  0.108
C3 1.246 0.082 1.915  -0.113
N2 2.664 0.275 1.752  -0.304
O3 3.103 1.410 1.444  0.047
O4 3.411 -0.721 1.899  0.057
C4 0.795 -1.223 2.129  0.047
N3 -0.556 -1.410 1.958  -0.018
N4 -1.224 -2.604 1.936  0.073
N5 -2.483 -2.317 1.698  -0.023
N6 -2.687 -0.984 1.558  0.066
C5 -1.485 -0.406 1.715  -0.199
H1 0.799 2.159 1.562  0.138
H2 1.421 -2.113 2.075  0.130
C6 0.398 -5.591 5.554  -0.033
N7 0.614 -4.163 5.494  0.009
C7 1.386 -3.645 4.427  -0.445
O5 1.931 -4.458 3.661  0.005
C8 1.466 -2.231 4.306  -0.017
C9 1.095 -1.414 5.403  -0.443
O6 1.346 -0.195 5.502  -0.005
N8 0.395 -2.030 6.461  0.006
C10 -0.066 -1.192 7.542  -0.034
C11 0.094 -3.392 6.534  -0.416
O7 -0.575 -3.873 7.448  0.031
H3 -0.275 -5.776 6.386  0.077
H4 -0.045 -5.922 4.615  0.093
H5 1.344 -6.118 5.710  0.092
H6 2.266 -1.840 3.669  0.091
H7 -0.650 -1.819 8.208  0.077
H8 0.786 -0.759 8.073  0.093
H9 -0.672 -0.383 7.132  0.092

No. 4
ORCA calculation (ωB97M-V with the def2-TZVPD basis set) on one molecule with the formula C4H7NO2 at a distorted geometry.

Results
ΔE to the lowest compared entry with this formula, charge and spin, kcal/mol: 86.88
Net charge: 0
Gap between HOMO and LUMO, eV: 10.40
SMILES: [H]/N=C(/C)OCC=O
E_tot, eV: -9843.5121
Maximum force, eV/A: 3.48

Each line ends with the Löwdin charge.
Geometry (Å):
C1 0.087 -0.244 -2.319  -0.038
C2 0.094 0.002 -0.874  -0.519
N1 1.335 0.107 -0.517  0.094
O1 -0.999 0.179 -0.120  -0.007
C3 -0.737 0.682 1.183  -0.138
C4 -0.291 -0.426 2.118  -0.237
O2 0.174 -0.211 3.208  0.069
H1 -0.769 0.149 -2.906  0.080
H2 1.300 0.040 -2.057  0.143
H3 0.237 -1.301 -2.552  0.070
H4 1.658 -0.101 0.411  0.062
H5 0.027 1.471 1.152  0.141
H6 -1.675 1.107 1.549  0.142
H7 -0.439 -1.455 1.724  0.139

No. 5
ORCA calculation (ωB97M-V with the def2-TZVPD basis set) on C16H26CrN6OSSeSi as an isolated structure.

Results
Multiplicity: 2
ΔE to the lowest compared entry with this formula, charge and spin, kcal/mol: 1.12
Net charge: +1
Gap between HOMO and LUMO (alpha / beta), eV: 7.48 / 7.36
⟨S²⟩: 0.768
E_tot, eV: -140481.1091
Maximum force, eV/A: 0.18

Each line ends with the Löwdin charge.
Geometry (Å):
Cr1 -0.563 0.347 -0.993  0.270
C1 0.665 4.312 0.209  -0.004
C2 0.537 2.881 -0.183  -0.240
N1 -0.489 2.366 -0.761  -0.082
N2 -1.538 3.175 -1.082  0.022
C3 -2.392 2.562 -1.856  -0.791
N3 -3.480 3.234 -2.259  0.110
S1 -2.204 0.923 -2.441  0.660
C4 1.644 1.926 0.018  -0.182
C5 2.842 2.286 0.611  0.020
C6 3.854 1.345 0.715  -0.019
C7 3.642 0.073 0.214  -0.023
C8 2.417 -0.213 -0.363  -0.080
N4 1.436 0.682 -0.458  0.030
H1 -0.254 4.841 -0.015  0.075
H2 1.490 4.783 -0.330  0.100
H3 0.875 4.392 1.278  0.096
H4 -3.595 4.197 -1.991  0.115
H5 -4.137 2.809 -2.887  0.096
H6 2.979 3.291 0.983  0.120
H7 4.797 1.606 1.176  0.123
H8 4.404 -0.691 0.267  0.116
H9 2.208 -1.192 -0.766  0.092
C9 2.339 -3.153 -3.472  -0.014
N5 1.857 -3.447 -2.126  -0.125
C10 2.440 -4.323 -1.234  -0.022
C11 1.672 -4.322 -0.123  -0.021
N6 0.625 -3.455 -0.355  -0.105
C12 -0.453 -3.186 0.591  -0.002
C13 0.746 -2.916 -1.580  -0.664
Se1 -0.413 -1.718 -2.430  0.771
H10 3.304 -3.635 -3.601  0.098
H11 2.439 -2.077 -3.597  0.086
H12 1.636 -3.530 -4.210  0.100
H13 3.333 -4.872 -1.472  0.131
H14 1.769 -4.868 0.798  0.134
H15 -0.673 -4.102 1.132  0.106
H16 -1.331 -2.860 0.039  0.074
H17 -0.161 -2.397 1.281  0.083
C14 -2.364 2.123 2.106  -0.149
Si1 -2.177 0.283 1.887  0.332
C15 -3.806 -0.517 1.476  -0.148
C16 -1.401 -0.490 3.398  -0.158
O1 -1.133 -0.001 0.616  -0.435
H18 -3.012 2.351 2.955  0.043
H19 -2.800 2.583 1.217  0.023
H20 -1.397 2.600 2.284  0.031
H21 -4.548 -0.319 2.252  0.041
H22 -3.706 -1.602 1.385  0.033
H23 -4.198 -0.135 0.531  0.035
H24 -2.017 -0.308 4.281  0.040
H25 -0.411 -0.070 3.591  0.035
H26 -1.296 -1.573 3.295  0.023

No. 6
ORCA calculation (ωB97M-V with the def2-TZVPD basis set) on a 2-piece molecular cluster, C9H14O overall.

Results
ΔE to the lowest compared entry with this formula, charge and spin, kcal/mol: 6.60
Net charge: 0
Gap between HOMO and LUMO, eV: 9.45
SMILES: Cc1ccc(O)cc1.CC
E_tot, eV: -11607.3505
Maximum force, eV/A: 0.97

Each line ends with the Löwdin charge.
Geometry (Å):
C1 2.186 -2.458 1.418  -0.165
C2 2.715 -1.031 1.341  -0.173
H1 1.252 -2.480 0.859  0.060
H2 2.853 -3.180 0.961  0.059
H3 1.973 -2.766 2.442  0.062
H4 2.830 -0.690 0.308  0.065
H5 2.027 -0.377 1.871  0.038
H6 3.715 -0.903 1.751  0.060
C3 -1.083 1.032 -3.145  -0.057
C4 -2.487 0.429 0.334  -0.013
C5 -1.379 0.699 1.128  -0.321
C6 -2.410 0.600 -1.044  -0.044
C7 -1.211 1.010 -1.635  -0.285
C8 -0.218 1.162 0.547  -0.035
C9 -0.125 1.336 -0.833  -0.041
O1 -1.511 0.574 2.507  0.019
H7 -3.460 0.180 0.736  0.115
H8 -3.262 0.496 -1.716  0.116
H9 0.619 1.428 1.170  0.105
H10 -0.743 0.084 2.857  0.107
H11 -0.042 1.195 -3.418  0.069
H12 -1.636 1.869 -3.583  0.080
H13 0.806 1.680 -1.251  0.108
H14 -1.410 0.112 -3.608  0.073